DFT (ωB97M-V with the def2-TZVPD basis set) results for a structure of composition C29H30ClFeN3O6P at a distorted geometry.

The lowest unoccupied orbital energy (spin up / spin down) comes out at -6.556 / -9.388 eV. The energy above the lowest of the compared OMol25 structures with the same formula, charge and spin comes out at 1.689 eV. The value obtained for the orbital gap (spin up / spin down) is 6.83 / 4.00 eV. For the total energy, the calculation gives -3803.1600 hartree. The HOMO energy (spin up / spin down) is -13.38 / -13.38 eV.

Geometry as ORCA input:
```
! wB97M-V def2-TZVPD RIJCOSX def2/J DEFGRID3
* xyz 2 6
Fe 0.3817 -0.1266 -0.3018
O 2.4759 -1.0733 -1.0115
N 1.3766 -1.9146 -1.1416
C 1.5244 -3.1676 -0.9865
C 0.4246 -4.1144 -0.9796
C 0.7468 -5.4584 -1.1824
C -0.2172 -6.4433 -1.0724
C -1.5190 -6.0966 -0.7467
C -1.8647 -4.7616 -0.5881
C -0.9083 -3.7595 -0.7069
P -1.5194 -2.0424 -0.5628
C -2.6943 -2.0083 0.7778
C -3.6990 -1.0252 0.7612
C -4.5357 -0.8827 1.8469
C -4.3601 -1.6897 2.9682
C -3.3591 -2.6589 2.9955
C -2.5161 -2.8114 1.9146
C -2.4269 -1.7757 -2.1095
C -1.7300 -1.2524 -3.2023
C -2.3642 -1.1192 -4.4248
C -3.6944 -1.4961 -4.5570
C -4.3916 -2.0039 -3.4673
C -3.7681 -2.1416 -2.2388
H 3.2750 -1.5683 -0.7582
H 2.5253 -3.5771 -0.8345
H 1.7630 -5.7268 -1.4446
H 0.0473 -7.4808 -1.2231
H -2.2706 -6.8620 -0.6096
H -2.8908 -4.5016 -0.3637
H -3.8112 -0.3800 -0.1016
H -5.3163 -0.1346 1.8332
H -5.0004 -1.5574 3.8301
H -3.2326 -3.2842 3.8686
H -1.7173 -3.5405 1.9428
H -0.6914 -0.9561 -3.0906
H -1.8266 -0.7234 -5.2757
H -4.1923 -1.3918 -5.5114
H -5.4267 -2.2991 -3.5735
H -4.3186 -2.5355 -1.3948
O 1.0838 0.7813 1.8003
Cl -0.0449 -0.0277 2.2158
O -0.2787 0.0071 3.5878
O -1.1753 0.4434 1.4368
O 0.2606 -1.3666 1.7247
C 5.5373 5.3313 0.3292
C 4.5211 5.4955 1.4598
N 3.3772 4.5950 1.3404
C 3.2860 3.4708 2.2513
C 4.3823 2.4241 2.0386
C 2.4405 4.9228 0.4149
O 2.4870 5.9527 -0.2312
C 1.2823 3.9897 0.1377
C -0.0098 4.5019 0.2204
C -1.0835 3.7499 -0.2272
C -0.8369 2.4929 -0.7414
N 0.4023 1.9841 -0.8232
C 1.4431 2.7189 -0.3894
H 6.3431 6.0517 0.4653
H 5.0648 5.5297 -0.6306
H 5.9654 4.3283 0.3319
H 4.1430 6.5181 1.4243
H 4.9889 5.3247 2.4284
H 2.3138 3.0077 2.1514
H 3.3697 3.8545 3.2727
H 4.3926 2.0845 1.0001
H 4.1796 1.5691 2.6856
H 5.3659 2.8200 2.2838
H -0.1678 5.4937 0.6242
H -2.0930 4.1328 -0.1939
H -1.6413 1.8785 -1.1303
H 2.4235 2.2820 -0.5364
*
```

---

DFT (ωB97M-V with the def2-TZVPD basis set) results for a cluster of 2 separate species, C29H30ClNO4 in total at a distorted geometry.

The lowest unoccupied orbital energy comes out at -0.704 eV. The energy above the lowest of the compared OMol25 structures with the same formula, charge and spin comes out at 1.039 eV. The value obtained for the orbital gap is 8.56 eV. For the total energy, the calculation gives -1938.8713 hartree. The SMILES is C#CCCCc1ccc2c(c1CCCCl)C(=O)c1c(CCOC=O)cccc1C2=O.CCCC#N. The HOMO energy is -9.26 eV.

Geometry as ORCA input:
```
! wB97M-V def2-TZVPD RIJCOSX def2/J DEFGRID3
* xyz 0 1
C -0.4242 -5.6162 -0.3205
C -1.1578 -4.6538 -0.3611
C -2.0223 -3.4139 -0.3271
C -1.4629 -2.5271 0.8566
C -1.6626 -0.9992 0.6587
C -0.7686 -0.3775 -0.4137
C -1.2373 -0.3354 -1.7585
C -0.4408 0.2357 -2.7565
C 0.8101 0.8006 -2.5093
C 1.3013 0.7710 -1.1822
C 0.5124 0.1678 -0.1717
C 1.1260 0.1239 1.2551
C 1.9522 -1.2269 1.3416
C 3.3418 -1.0578 2.0198
Cl 3.6733 -2.5290 3.0412
C 2.6625 1.4006 -0.9450
O 3.4917 0.9865 -0.1640
C 3.0218 2.6258 -1.7967
C 3.7798 3.7089 -1.2984
C 4.2773 3.7223 0.1536
C 4.6225 5.1280 0.7157
O 3.5035 5.8098 1.3083
C 3.1661 5.3085 2.5391
O 3.8330 5.4360 3.5249
C 4.0311 4.7470 -2.2272
C 3.5797 4.7144 -3.5522
C 2.8267 3.6264 -4.0342
C 2.5433 2.6014 -3.1313
C 1.6923 1.4183 -3.5949
O 1.6815 0.9935 -4.7229
H 0.4378 -6.2327 -0.1071
H -3.0636 -3.6881 -0.1402
H -1.9485 -2.9063 -1.3040
H -0.4108 -2.8047 1.0542
H -2.0144 -2.8142 1.7672
H -2.7208 -0.8206 0.3738
H -1.5530 -0.5141 1.6490
H -2.2068 -0.7620 -2.0450
H -0.8196 0.2298 -3.7857
H 0.3361 0.0994 2.0274
H 1.7634 1.0067 1.4090
H 1.3171 -2.0012 1.8014
H 2.1316 -1.5699 0.3028
H 4.1003 -1.0833 1.2212
H 3.4439 -0.1367 2.6135
H 3.4511 3.3263 0.7822
H 5.1064 3.0028 0.2959
H 5.0770 5.8063 -0.0220
H 5.3724 4.9732 1.5198
H 2.1968 4.7639 2.6464
H 4.6137 5.6335 -1.9436
H 3.8096 5.5135 -4.2686
H 2.4836 3.5933 -5.0754
C -7.8585 -2.9813 2.2027
C -7.5568 -3.7420 0.9160
C -6.2719 -4.5724 1.0015
C -5.1132 -3.6963 1.2603
N -4.2091 -3.0097 1.4606
H -7.0760 -2.2561 2.4332
H -8.7941 -2.4293 2.1067
H -7.9534 -3.6648 3.0494
H -7.4808 -3.0298 0.0910
H -8.3931 -4.4066 0.6900
H -6.1058 -5.1076 0.0652
H -6.3440 -5.3089 1.8035
*
```

---

DFT (ωB97M-V with the def2-TZVPD basis set) results for a structure of composition C29H30F2N4O13W at a distorted geometry.

The lowest unoccupied orbital energy (spin up / spin down) comes out at -0.616 / -0.644 eV. The energy above the lowest of the compared OMol25 structures with the same formula, charge and spin comes out at 1.179 eV. The value obtained for the orbital gap (spin up / spin down) is 6.11 / 5.93 eV. For the total energy, the calculation gives -2586.8625 hartree. The HOMO energy (spin up / spin down) is -6.72 / -6.57 eV.

Geometry as ORCA input:
```
! wB97M-V def2-TZVPD RIJCOSX def2/J DEFGRID3
* xyz 0 1
W 0.1204 -0.2636 0.0787
F 0.1014 -1.4308 5.5152
C 0.7956 -1.4405 4.3619
C 0.1785 -1.0419 3.1874
C 0.8702 -1.0119 1.9745
C 2.2493 -1.3598 2.0078
C 2.8313 -1.7695 3.2165
F 4.1359 -2.1132 3.3046
C 2.1217 -1.8267 4.3960
C 2.9455 -1.2162 0.7431
C 4.3239 -1.3528 0.5830
C 4.9171 -1.1539 -0.6472
C 4.0793 -0.8923 -1.7351
C 2.7291 -0.7771 -1.5299
N 2.1271 -0.8556 -0.3105
H -0.8571 -0.7308 3.2493
H 2.5916 -2.1393 5.3131
H 4.9366 -1.6016 1.4304
H 5.9877 -1.2117 -0.7647
H 4.4892 -0.7997 -2.7292
H 2.0671 -0.6197 -2.3714
C 0.2705 -2.6281 -2.8914
O -0.1975 -1.3153 -2.6213
C -1.4405 -1.0548 -3.2443
C -1.8384 0.3740 -2.8857
O -1.9377 0.5303 -1.4758
C -3.2783 0.7409 -1.0426
H 0.5831 -2.7167 -3.9375
H -0.5087 -3.3711 -2.7000
H 1.1065 -2.8114 -2.2184
H -2.1976 -1.7754 -2.8957
H -1.3446 -1.1497 -4.3375
H -2.7864 0.6339 -3.3658
H -1.0665 1.0575 -3.2512
H -3.7656 1.4899 -1.6736
H -3.2347 1.1161 -0.0211
H -3.8652 -0.1854 -1.0736
O -3.6705 -0.6425 1.6874
C -2.5964 -1.0522 1.2935
O -1.5897 -0.2548 1.0170
C -2.3502 -2.5173 1.0838
C -3.3053 -3.4254 1.4989
C -3.1179 -4.7967 1.2761
C -1.9322 -5.2668 0.7296
C -0.9490 -4.3733 0.3397
C -1.1826 -2.9598 0.4014
O -0.4015 -2.1290 -0.2048
N 0.2819 -4.8483 -0.1706
O 0.3616 -6.0262 -0.4995
O 1.2193 -4.0519 -0.2529
N -4.1622 -5.7228 1.5900
O -3.9698 -6.9021 1.3475
O -5.1942 -5.2764 2.0610
H -4.2053 -3.0670 1.9735
H -1.7669 -6.3285 0.6146
O -0.1940 2.8832 -2.4153
C 0.8182 2.1790 -1.9051
O 0.7144 0.9871 -1.5568
C 2.1522 2.9024 -1.8935
N 1.8766 4.3370 -1.8666
C 2.7224 4.9958 -2.8517
C 2.7316 3.9778 -3.9877
C 2.8890 2.6537 -3.2363
H 2.7423 2.5129 -1.0511
H 1.9398 4.7445 -0.9420
H 0.1307 3.8154 -2.4425
H 3.7454 5.1677 -2.4874
H 2.2823 5.9541 -3.1298
H 3.5378 4.1576 -4.6944
H 1.7800 4.0037 -4.5215
H 3.9384 2.4338 -3.0507
H 2.4603 1.8106 -3.7734
C 1.1161 3.3677 2.4567
O 1.4198 2.0625 1.9548
C 0.6588 1.5421 0.9731
O -0.2645 2.2213 0.4656
H 1.8758 4.0714 2.1125
H 1.1384 3.3109 3.5425
H 0.1306 3.6713 2.0997
*
```